Entry 1:
# C8H14N2O4

A structure of composition C8H14N2O4 (ωB97M-V with the def2-TZVPD basis set, OMol25).

## Properties
* strongest force on any atom: 8.8 eV Å⁻¹
* E_LUMO: 0.011 eV
* Kohn-Sham gap: 9.739 eV
* HOMO: -9.73 eV

Structure (ORCA input):
```
! RIJCOSX wB97M-V def2-TZVPD def2/J DEFGRID3
* xyz 0 1
C 1.552 0.577 -0.805
C -0.207 -2.519 2.115
C -1.140 -1.454 1.502
C 0.991 -1.706 1.419
C -0.093 -1.051 0.498
C -0.795 2.784 -0.767
C -0.996 1.270 -0.786
C 0.396 0.395 0.187
N 1.680 -0.231 -1.893
N -1.123 0.638 -2.100
O 2.319 1.458 -0.440
O -1.744 -0.392 -2.083
O -0.589 1.132 -3.089
O 0.608 1.121 1.287
H -0.064 -2.602 3.157
H -0.296 -3.480 1.630
H -2.106 -2.024 1.169
H -1.509 -0.698 2.310
H 1.277 -0.939 2.216
H 1.813 -2.368 0.948
H -0.200 -1.581 -0.541
H -0.438 3.182 0.171
H -1.614 3.384 -0.950
H -0.058 3.193 -1.447
H -1.937 1.003 -0.106
H 0.775 -0.840 -2.063
H 2.198 -0.046 -2.626
H 1.301 1.794 1.085
*
```


Entry 2:
# C4H8ClN

An isolated molecule of C4H8ClN (ωB97M-V with the def2-TZVPD basis set, OMol25).

## Properties
* strongest force on any atom: 3.6 eV Å⁻¹
* structure (SMILES): C[C@@H]1[C@H](C)N1Cl
* E_LUMO: 1.109 eV
* Kohn-Sham gap: 10.421 eV
* HOMO: -9.31 eV

Structure (ORCA input):
```
! RIJCOSX wB97M-V def2-TZVPD def2/J DEFGRID3
* xyz 0 1
C 0.575 -0.734 -0.247
C 0.450 0.784 -0.281
C -0.716 -1.535 0.041
C -0.753 1.576 -0.009
N 1.069 0.087 0.892
Cl 2.770 0.129 0.981
H 1.300 -1.353 -0.823
H 1.192 1.120 -0.989
H -0.609 -1.915 1.045
H -0.678 -2.462 -0.495
H -1.620 -1.064 -0.152
H -1.647 0.939 -0.075
H -0.768 2.340 -0.785
H -0.565 2.088 0.898
*
```


Entry 3:
# C31H76BrN2O15PS6Si2

A structure of composition C31H76BrN2O15PS6Si2 (ωB97M-V with the def2-TZVPD basis set, OMol25).

## Properties
* strongest force on any atom: 3.1 eV Å⁻¹
* E_LUMO: 0.100 eV
* Kohn-Sham gap: 7.821 eV
* HOMO: -7.72 eV

Structure (ORCA input):
```
! RIJCOSX wB97M-V def2-TZVPD def2/J DEFGRID3
* xyz 0 1
C -6.391 0.659 3.146
C -5.010 1.076 2.455
C -4.635 -0.088 1.447
C -5.833 -0.433 0.441
Si -2.938 0.057 0.606
C -2.504 -1.738 0.032
C -2.660 -2.807 1.182
C -3.823 -3.803 0.759
O -4.650 -4.037 1.916
C -1.519 0.538 1.816
C -0.447 1.406 1.031
C 0.533 0.564 0.134
S 0.337 0.864 -1.701
C 0.927 -0.758 -2.360
S 2.323 -1.354 -1.635
N 0.255 -1.426 -3.434
C -1.181 -1.614 -3.151
C -2.109 -1.295 -4.401
C 0.933 -2.716 -3.712
C 0.203 -3.528 -4.875
O -2.821 1.034 -0.792
Si -3.796 2.434 -0.881
C -3.922 2.945 -2.733
C -3.254 1.922 -3.726
C -2.642 2.709 -4.981
C -3.267 2.269 -6.370
N -2.470 1.263 -7.104
P -3.066 4.258 0.143
O -1.558 4.568 -0.630
Br -2.617 3.924 2.329
H -6.589 1.309 4.034
H -7.187 0.899 2.402
H -6.426 -0.425 3.391
H -4.257 1.104 3.273
H -5.210 2.052 1.966
H -4.569 -1.006 2.100
H -5.399 -0.843 -0.500
H -6.437 0.492 0.257
H -6.512 -1.183 0.909
H -3.134 -1.952 -0.873
H -1.448 -1.687 -0.353
H -2.847 -2.379 2.192
H -1.719 -3.415 1.208
H -3.379 -4.738 0.338
H -4.476 -3.356 -0.034
H -5.522 -4.285 1.589
H -0.977 -0.401 2.116
H -1.884 1.012 2.753
H -0.901 2.238 0.448
H 0.195 1.900 1.825
H 0.398 -0.534 0.259
H 1.595 0.830 0.362
H -1.567 -0.988 -2.316
H -1.368 -2.680 -2.846
H -3.092 -0.892 -4.075
H -1.591 -0.681 -5.167
H -2.334 -2.280 -4.897
H 0.916 -3.403 -2.827
H 1.977 -2.565 -4.080
H 0.913 -4.313 -5.220
H -0.714 -3.985 -4.420
H -0.095 -2.827 -5.687
H -5.177 2.216 -0.406
H -3.356 3.913 -2.842
H -4.977 3.177 -3.008
H -4.078 1.279 -4.124
H -2.409 1.342 -3.300
H -2.680 3.814 -4.850
H -1.549 2.443 -5.041
H -3.304 3.201 -6.996
H -4.301 1.899 -6.151
H -2.987 0.388 -7.057
H -1.572 1.082 -6.658
H -0.909 4.809 0.044
O 0.653 -0.177 -7.081
S 1.413 -0.375 -8.286
O 1.794 -1.686 -8.732
O 2.723 0.558 -8.233
C 3.589 0.446 -7.096
C 4.464 -0.792 -7.172
C 0.600 0.457 -9.616
H 3.010 0.464 -6.170
H 4.221 1.335 -7.099
H 3.868 -1.701 -7.081
H 5.201 -0.790 -6.368
H 4.982 -0.839 -8.131
H 0.348 1.466 -9.299
H -0.305 -0.101 -9.851
H 1.264 0.471 -10.478
O 0.192 -5.350 -1.541
S 1.259 -6.028 -0.854
O 2.514 -6.300 -1.495
O 0.686 -7.399 -0.231
C 0.021 -8.315 -1.108
C 1.003 -9.102 -1.955
C 1.572 -5.201 0.676
H -0.707 -7.789 -1.731
H -0.538 -9.003 -0.471
H 1.515 -8.454 -2.667
H 0.486 -9.881 -2.518
H 1.769 -9.563 -1.329
H 0.626 -5.033 1.186
H 2.050 -4.250 0.444
H 2.237 -5.817 1.278
O 2.009 2.691 3.267
S 3.038 3.694 3.215
O 4.337 3.410 2.673
O 3.212 4.339 4.679
C 3.457 3.459 5.785
C 4.895 2.979 5.818
C 2.397 5.135 2.416
H 2.760 2.617 5.766
H 3.248 4.031 6.689
H 5.114 2.328 4.971
H 5.091 2.420 6.734
H 5.585 3.824 5.763
H 1.431 5.379 2.855
H 2.283 4.902 1.358
H 3.103 5.952 2.545
O 5.152 4.420 9.160
S 5.958 3.519 9.937
O 5.733 2.100 9.919
O 5.980 4.024 11.466
C 4.728 4.235 12.129
C 4.091 2.928 12.563
C 7.662 3.823 9.581
H 4.052 4.813 11.496
H 4.943 4.841 13.010
H 3.783 2.335 11.701
H 3.209 3.116 13.177
H 4.800 2.325 13.134
H 7.847 4.894 9.637
H 7.859 3.459 8.574
H 8.273 3.282 10.300
*
```


Q: Among the records above, which one has the highest strongest force on any atom?
A: C8H14N2O4


Q: Among the records above, which one has the highest E_LUMO?
A: C4H8ClN


Q: The lowest HOMO belongs to which entry?
A: C8H14N2O4